Record 1
The following is a quantum chemistry calculation of a molecular structure, C56H33I4N6RhSe at a distorted geometry, from the Open Molecules 2025 dataset.

XYZ file:
```
101
Properties=species:S:1:pos:R:3:forces:R:3:lowdin_charge:R:1
Rh 0.276664 -0.549267 0.279217 1.0 1.5 -0.7 1.0094
I 0.377823 -3.103693 -9.074471 0.1 0.0 0.2 0.8487
C 0.448613 -2.828926 -6.995438 0.0 0.0 -0.2 -0.7300
C -0.204849 -3.728176 -6.169117 -0.1 0.0 0.0 -0.1464
C -0.223211 -3.506862 -4.799487 0.1 0.0 0.0 -0.0376
C 0.414130 -2.398700 -4.248329 0.0 -0.2 0.0 -0.1989
C 1.092397 -1.524554 -5.097036 -0.1 0.0 -0.1 -0.0225
C 1.109616 -1.730722 -6.468644 0.0 0.0 0.1 -0.1372
C 0.341226 -2.071073 -2.794843 0.0 0.1 0.1 -0.0620
C -0.909679 -1.717712 -2.280700 0.3 0.0 0.0 -0.2410
C -2.152163 -1.828616 -2.996114 -0.3 0.1 0.1 0.0127
C -3.107377 -1.267161 -2.219017 0.1 -0.1 -0.2 0.0179
C -2.452563 -0.790586 -1.034696 -0.1 0.2 0.2 -0.2547
C -3.096683 -0.063481 -0.035920 0.1 0.0 -0.1 -0.0710
C -4.509889 0.339247 -0.299106 -0.1 0.0 0.0 -0.2190
C -4.743038 1.538071 -0.968712 0.0 0.0 0.0 -0.0086
C -6.035736 1.942120 -1.268715 0.1 0.0 0.0 -0.1370
C -7.099743 1.137984 -0.889026 -0.2 0.1 -0.1 -0.7297
I -9.054046 1.701561 -1.406840 0.1 0.0 0.1 0.8443
C -6.888998 -0.049182 -0.207525 0.0 -0.1 0.0 -0.1432
C -5.589849 -0.448042 0.081202 0.0 0.0 0.0 -0.0191
C -2.487275 0.425258 1.114048 0.1 0.0 0.0 -0.2194
N -1.172774 0.292658 1.448920 0.0 -0.2 -0.1 0.0015
C -0.986440 0.988106 2.606875 0.0 0.2 -0.1 -0.2212
C 0.231529 1.189017 3.246218 0.2 -0.1 -0.1 -0.0667
C 0.316935 2.177691 4.356774 0.0 -0.2 0.2 -0.2040
C 1.044098 3.349213 4.155134 -0.1 0.1 0.0 -0.0167
C 1.176282 4.288210 5.166666 0.0 0.0 0.0 -0.1381
C 0.596605 4.038851 6.401750 0.0 0.2 0.1 -0.7313
I 0.837895 5.424215 7.957779 0.0 -0.1 -0.1 0.8499
C -0.126581 2.879472 6.625678 -0.1 0.0 0.0 -0.1468
C -0.267907 1.955241 5.599502 0.1 0.0 0.0 -0.0316
C 1.443154 0.634233 2.824420 -0.3 0.1 0.0 -0.2447
C 2.681935 0.743636 3.541695 0.2 -0.1 -0.1 0.0109
C 3.646166 0.235040 2.736337 -0.1 0.2 0.2 0.0028
C 2.999378 -0.187602 1.526013 0.2 0.0 -0.3 -0.2763
N 1.656067 0.002982 1.634111 0.3 -0.4 0.4 -0.0802
C 3.690271 -0.652767 0.396768 -0.2 0.0 0.2 -0.0736
C 3.083034 -1.294309 -0.680072 -0.1 0.3 -0.1 -0.2284
C 3.771794 -1.876582 -1.805574 0.0 0.0 0.0 0.0149
C 2.828295 -2.304097 -2.668484 0.0 0.0 0.1 0.0066
C 1.548583 -1.942451 -2.107745 0.0 0.0 0.0 -0.2213
N 1.734626 -1.381462 -0.881644 -0.1 -0.1 0.1 -0.0113
C 5.121641 -0.255764 0.304681 0.1 -0.2 0.0 -0.1868
C 5.424359 1.104770 0.390681 0.0 0.0 -0.1 -0.0179
C 6.727496 1.559222 0.269250 0.0 -0.1 0.0 -0.1363
C 7.748087 0.640838 0.074615 0.1 0.1 0.0 -0.7305
I 9.726858 1.314434 -0.093833 -0.2 -0.1 0.0 0.8507
C 7.475441 -0.714760 0.001729 0.0 -0.1 0.0 -0.1460
C 6.165169 -1.157440 0.111602 0.0 0.0 0.1 -0.0368
C -2.239413 1.562716 3.031109 0.1 0.0 0.0 0.0170
C -3.165066 1.211251 2.115209 0.0 0.0 0.0 0.0223
N -1.121776 -1.090687 -1.085958 -0.3 -0.3 -0.1 -0.0294
H -0.714345 -4.585631 -6.586725 0.0 0.0 0.0 0.0936
H -0.737248 -4.203881 -4.149152 0.0 0.0 0.0 0.1245
H 1.583034 -0.652705 -4.681825 0.0 0.0 0.0 0.1297
H 1.613343 -1.026267 -7.115914 0.0 0.0 0.0 0.0961
H -2.293015 -2.264082 -3.969709 0.1 0.0 0.0 0.1094
H -4.157424 -1.168544 -2.438901 0.0 0.0 0.0 0.1210
H -3.899373 2.149547 -1.269188 0.0 0.0 0.0 0.1158
H -6.200686 2.867552 -1.803183 0.0 0.0 0.0 0.0949
H -7.722951 -0.671294 0.086750 0.0 0.0 0.0 0.0946
H -5.418876 -1.385008 0.598745 0.0 0.0 0.0 0.1180
H 1.507816 3.529511 3.192858 0.0 0.0 0.0 0.1286
H 1.724267 5.204039 4.993784 0.0 0.0 0.0 0.0950
H -0.576925 2.692436 7.590815 0.0 0.0 0.0 0.0932
H -0.811664 1.035040 5.775918 0.0 0.0 0.0 0.1237
H 2.799475 1.136322 4.537834 0.0 0.0 0.0 0.1193
H 4.697861 0.132468 2.945798 0.0 0.0 0.0 0.1203
H 4.838569 -1.956800 -1.917685 0.0 0.0 0.0 0.1042
H 2.972772 -2.829047 -3.597519 0.0 0.1 0.0 0.1181
H 4.617832 1.813188 0.533547 0.0 0.0 0.0 0.1216
H 6.945637 2.616477 0.327882 0.0 0.0 0.0 0.0956
H 8.282281 -1.422931 -0.128559 0.0 0.0 0.0 0.0934
H 5.959037 -2.219891 0.078955 0.0 0.0 0.0 0.1203
H -2.369910 2.155578 3.920732 0.0 0.0 0.0 0.1112
H -4.212335 1.463355 2.088848 0.0 0.0 0.0 0.1185
N -4.477394 -3.874426 2.655687 0.0 0.0 0.0 0.1716
C -3.343068 -3.693812 2.644308 -0.1 0.0 0.0 -0.1708
C -1.931193 -3.438186 2.604606 0.1 -0.1 0.0 -0.1906
C -1.099623 -3.694044 3.690976 0.0 0.0 -0.1 0.0064
C 0.249424 -3.419460 3.557666 0.0 -0.2 0.1 -0.0259
C 0.714430 -2.877389 2.372161 0.1 -0.1 -0.1 -0.0989
N -0.085346 -2.612675 1.336415 -0.2 0.6 0.2 0.0327
C -1.375857 -2.910441 1.445031 -0.1 -0.1 -0.1 -0.0682
H -1.502602 -4.109995 4.604209 0.0 0.0 0.0 0.1275
H 0.939204 -3.635526 4.360914 0.0 0.1 0.0 0.1142
H 1.765276 -2.653454 2.232312 0.0 0.1 0.0 0.1159
H -1.995313 -2.728355 0.575777 0.0 0.1 0.0 0.1166
Se 1.159866 1.869915 -0.591274 -0.7 -1.5 0.4 0.8006
C -0.199181 2.495542 -1.780326 -0.1 -0.1 0.0 -0.6406
C -0.573783 3.837586 -1.768447 0.0 -0.1 0.1 -0.1414
C -1.626524 4.274746 -2.561355 0.0 0.0 0.0 -0.0959
C -2.307451 3.381899 -3.376676 -0.1 0.0 0.0 -0.1110
C -1.915609 2.050097 -3.418088 0.1 0.0 0.0 -0.0907
C -0.854506 1.613896 -2.637847 0.0 0.1 -0.1 -0.1360
H -0.041923 4.533188 -1.131332 -0.1 0.0 0.1 0.0920
H -1.932296 5.312712 -2.519564 0.0 0.0 -0.1 0.1006
H -3.134195 3.722613 -3.987417 0.0 0.0 0.0 0.0995
H -2.438066 1.346109 -4.054464 0.0 0.0 0.0 0.1040
H -0.522581 0.588709 -2.688298 0.0 0.0 0.0 0.0717
```
Forces are in eV/Å.

For the HOMO-LUMO gap, the calculation gives 0.212 Ha. The value obtained for the total energy is -6185.19058 a.u. For the highest occupied orbital energy, the calculation gives -7.189 eV. As for the energy relative to the best compared isomer or geometry (same formula, charge and spin): 0.0 kJ/mol. For the molar mass, the calculation gives 1479.40 g mol⁻¹. The calculation puts the LUMO energy at -1.42 eV.

Record 2
The following is a quantum chemistry calculation of a molecular structure, C56H35N15PbS2, from the Open Molecules 2025 dataset.

XYZ file:
```
109
Properties=species:S:1:pos:R:3:forces:R:3:lowdin_charge:R:1
Pb 0.350200 -0.413769 0.190276 -0.4 -0.2 -0.1 1.3706
C -2.364618 0.508938 -5.410619 0.0 0.0 0.0 -0.0887
C -1.561302 -0.568608 -5.817651 0.0 0.0 0.0 -0.0902
C -0.416808 -0.911025 -5.118371 0.1 0.1 -0.1 -0.0265
C -0.090284 -0.151288 -3.999384 -0.1 -0.1 0.0 -0.1029
C 0.936624 -0.298858 -2.975544 0.2 0.0 -0.1 -0.3125
N 0.761193 0.638624 -2.016715 -0.1 -0.1 0.2 0.0331
C -0.301705 1.415600 -2.351409 0.1 0.2 0.0 -0.3223
N -0.735762 2.485319 -1.691115 -0.1 -0.2 -0.3 0.2010
C -0.332275 2.786585 -0.471382 -0.1 0.1 0.3 -0.3023
C -0.559458 4.079818 0.166378 0.0 -0.1 -0.1 -0.1078
C -1.135043 5.260358 -0.282849 -0.1 0.0 0.0 -0.0155
C -1.164782 6.333502 0.591777 0.0 0.0 0.0 -0.0787
C -0.615506 6.237716 1.877418 0.0 0.0 0.0 -0.0773
C -0.026453 5.064689 2.319006 0.0 0.0 0.0 -0.0124
C -0.013502 3.984331 1.447722 0.1 -0.1 0.1 -0.1090
C 0.518302 2.627584 1.567043 -0.4 0.1 -0.1 -0.2901
N 1.092979 2.163520 2.678474 0.2 -0.2 0.2 0.2070
C 1.780954 1.042481 2.725198 0.0 0.2 0.0 -0.3083
N 2.046381 0.181535 1.702317 0.0 0.0 -0.1 0.0086
C 2.938766 -0.756479 2.120009 0.1 0.1 -0.2 -0.2875
N 3.588766 -1.633848 1.379562 0.0 0.0 0.4 0.2037
C 3.439226 -1.717637 0.058827 -0.1 -0.1 -0.3 -0.2867
N 2.457303 -1.192527 -0.692769 0.1 0.3 0.1 0.0228
C 2.683140 -1.484154 -2.006683 0.2 -0.3 0.0 -0.3141
N 1.914605 -1.202455 -3.033321 -0.2 0.1 -0.1 0.2186
C 3.908543 -2.277078 -2.107982 -0.1 0.0 0.0 -0.1182
C 4.586746 -2.814689 -3.191271 0.0 0.0 0.0 -0.0242
C 5.740428 -3.537294 -2.929970 0.0 0.0 0.0 -0.0804
C 6.207988 -3.706832 -1.620336 0.0 0.0 0.0 -0.0783
C 5.537607 -3.151520 -0.541591 0.0 0.0 0.0 -0.0101
C 4.379279 -2.435845 -0.805726 0.0 0.0 0.1 -0.1062
C 3.192043 -0.562846 3.549908 0.0 -0.1 0.2 -0.1069
C 3.920147 -1.294223 4.476617 0.0 0.0 -0.1 -0.0086
C 3.891306 -0.869219 5.795205 0.0 0.1 0.0 -0.0731
C 3.165483 0.266228 6.175595 0.0 -0.1 0.0 -0.0715
C 2.454472 1.006463 5.244700 0.0 0.0 0.0 -0.0139
C 2.474161 0.570774 3.927728 -0.1 -0.1 0.1 -0.1250
N 0.271545 1.958912 0.427870 0.6 0.1 -0.3 0.0178
C -0.880269 0.932964 -3.601990 -0.1 -0.1 0.0 -0.1048
C -2.033217 1.270573 -4.303876 0.1 0.1 -0.1 -0.0203
H -3.257577 0.744765 -5.975607 0.0 0.0 0.0 0.0982
H -1.842267 -1.132934 -6.698687 0.0 0.0 0.0 0.0990
H 0.215016 -1.736629 -5.424438 0.0 0.0 0.0 0.1053
H -1.547405 5.330983 -1.280695 0.0 0.0 0.0 0.1106
H -1.616233 7.266049 0.279011 0.0 0.0 0.0 0.0998
H -0.650473 7.098410 2.532377 0.0 0.0 0.0 0.1003
H 0.408349 4.982063 3.306163 0.0 0.0 0.0 0.1118
H 4.217778 -2.674718 -4.198736 0.0 0.0 0.0 0.1156
H 6.292793 -3.979676 -3.749308 0.0 0.0 0.0 0.1006
H 7.113994 -4.274494 -1.451925 0.0 0.0 0.0 0.0998
H 5.899867 -3.265003 0.471327 0.0 0.0 0.0 0.1123
H 4.479122 -2.169700 4.174454 0.0 0.0 0.0 0.1134
H 4.432242 -1.426715 6.548577 0.0 0.0 0.0 0.1017
H 3.153396 0.561716 7.216365 0.0 0.0 0.0 0.1035
H 1.890599 1.885225 5.528280 0.0 0.0 0.0 0.1147
H -2.640867 2.111506 -3.994518 0.0 0.0 0.0 0.1091
N -1.210341 -3.682223 -3.444287 -0.1 -0.2 0.1 0.1266
C -0.029255 -4.287205 -3.920419 0.0 0.1 0.0 -0.2487
C 0.092118 -4.571946 -5.269354 0.0 0.0 0.0 -0.0392
C 1.246759 -5.169739 -5.762707 0.0 0.0 0.0 -0.0837
C 2.285656 -5.478768 -4.904408 0.0 0.0 0.0 -0.0869
C 2.168007 -5.184213 -3.549889 0.0 0.0 0.0 -0.1072
C 1.016810 -4.600431 -3.055271 0.0 0.0 0.0 -0.4424
S 0.879241 -4.258592 -1.325778 -0.1 -0.1 -0.1 0.9824
N -0.526967 -3.344666 -1.215431 0.2 -0.2 0.5 -0.2689
C -1.358707 -3.204188 -2.161284 0.0 0.4 -0.3 -0.3694
C -2.616393 -2.439912 -1.854600 0.0 0.0 -0.1 -0.1981
C -3.608722 -2.210111 -2.801476 0.1 0.0 0.0 -0.0088
C -4.754763 -1.530321 -2.418037 0.0 0.1 0.1 -0.0505
C -4.876081 -1.105141 -1.108607 -0.1 -0.2 -0.1 -0.0612
C -3.826234 -1.370417 -0.238343 -0.2 -0.5 0.1 -0.1658
N -2.724327 -2.012921 -0.595680 -0.1 -0.1 0.1 0.1217
H -1.802148 -3.288788 -4.153752 0.0 0.0 0.0 0.1034
H -0.724054 -4.325776 -5.939911 0.0 0.0 0.0 0.1141
H 1.321832 -5.394055 -6.818246 0.0 0.0 0.0 0.1031
H 3.189521 -5.940464 -5.278270 0.0 0.0 0.0 0.1042
H 2.985523 -5.397695 -2.872484 0.0 0.0 0.0 0.1075
H -3.517018 -2.538817 -3.826156 0.0 0.0 0.0 0.1032
H -5.541637 -1.344449 -3.137233 0.0 0.0 0.0 0.1110
H -5.757084 -0.582134 -0.763107 0.0 0.0 0.0 0.1100
H -3.869023 -1.044107 0.795576 0.0 -0.1 -0.1 0.1112
N -0.768263 -1.227820 7.411456 0.0 0.0 0.1 0.1639
C -0.851373 -1.656874 6.349748 0.0 -0.1 -0.1 -0.1777
C -0.957705 -2.190076 5.017508 0.0 0.0 0.1 -0.2018
C -1.513658 -3.443263 4.779811 0.0 0.0 0.0 -0.0102
C -1.591715 -3.890978 3.475290 0.0 0.0 0.0 -0.0370
C -1.105244 -3.080674 2.458323 0.0 0.0 -0.1 -0.1224
N -0.563624 -1.884526 2.685771 0.1 0.1 0.1 0.0315
C -0.499415 -1.445198 3.935714 0.0 0.0 0.0 -0.0797
H -1.871655 -4.044379 5.604715 0.0 0.0 0.0 0.1238
H -2.021019 -4.855149 3.242626 0.0 0.0 0.0 0.1099
H -1.157173 -3.381487 1.414530 0.0 0.0 0.0 0.0853
H -0.064291 -0.464440 4.097890 0.0 0.0 0.0 0.1126
N -6.363213 3.871724 -0.096854 0.0 0.1 0.0 0.0824
C -5.703496 3.782559 1.067767 0.0 0.0 0.0 -0.8188
S -6.127129 4.705005 2.362958 0.0 0.0 0.0 0.6799
C -4.573512 2.793851 1.100637 0.0 0.0 0.0 -0.2143
C -4.145708 2.099636 -0.026510 0.0 0.0 0.0 -0.0030
C -3.089336 1.210434 0.085180 0.2 0.5 0.0 -0.1936
N -2.436508 0.988935 1.221205 0.0 0.0 0.0 0.0613
C -2.847259 1.654772 2.299628 0.1 0.1 0.0 -0.1086
C -3.901213 2.551174 2.291519 0.0 0.0 0.1 -0.0289
H -7.104513 4.548097 -0.165936 0.0 0.0 0.0 0.0967
H -6.114065 3.339062 -0.909079 0.0 0.0 0.0 0.0840
H -4.585152 2.235416 -1.005099 0.0 0.0 0.0 0.1057
H -2.748854 0.660662 -0.786452 0.1 0.2 0.0 0.0948
H -2.288577 1.479933 3.212504 0.0 0.0 0.0 0.1122
H -4.200562 3.068981 3.191512 0.0 0.0 0.0 0.0798
```
Forces are in eV/Å.

For the HOMO-LUMO gap (alpha / beta), the calculation gives 0.180 / 0.182 Ha. The value obtained for the total energy is -3965.72390 a.u. For the highest occupied orbital energy (alpha / beta), the calculation gives -6.112 / -6.127 eV. For the molar mass, the calculation gives 1189.34 g mol⁻¹. The calculation puts the LUMO energy (alpha / beta) at -1.22 / -1.18 eV.